Model a:
The following is a quantum chemistry calculation of a 2-piece molecular cluster, C3H7N2OS overall, from the OMol25 dataset.

Geometry (Å):
1 C 2.192 0.092 -2.045
2 C 1.190 0.651 -1.375
3 C -0.053 -0.053 -0.891
4 N -1.062 -1.288 3.247
5 N -1.465 -0.643 1.410
6 O -2.500 -0.453 0.900
7 S 0.063 -0.363 0.926
8 H 3.007 0.640 -2.553
9 H 2.296 -1.015 -2.217
10 H 1.288 1.681 -1.289
11 H -0.219 -1.106 -1.260
12 H -1.053 0.263 -1.201
13 H -1.264 -2.389 3.222
14 H -1.904 -0.918 3.779

Output
total charge = +1


Model b:
The following is a quantum chemistry calculation of an isolated ion of composition C3H7N2OS and charge +1, from the OMol25 dataset.

Geometry (Å):
1 C -0.937 -0.823 -1.372
2 C 1.879 -0.330 0.226
3 C -0.763 -0.374 -0.177
4 N -0.729 2.056 1.046
5 N 2.333 -0.631 -0.848
6 O -0.999 -0.986 1.042
7 S 0.312 1.097 0.078
8 H -0.741 -0.281 -2.256
9 H -1.497 -1.757 -1.584
10 H -0.411 3.020 1.212
11 H 1.881 -0.212 -1.610
12 H -0.980 1.612 1.973
13 H -1.614 -1.747 0.976
14 H 2.265 -0.644 1.295

Output
total charge = +1


Stability check: which of them is most stable? model b.